# 1
Below is a cluster of 2 separate species, C2H7NO2 in total, with properties calculated with ωB97M-V with the def2-TZVPD basis set.

Last column: Mulliken spin population.
Geometry (Å):
O: -2.4901 1.9171 -1.5819  0.83
O: 0.8828 -1.2843 -0.0487  0.00
N: -0.7209 0.6559 -1.1667  0.22
C: 1.2425 -0.9421 1.3170  0.00
C: -1.4585 1.7426 -0.9152  -0.07
H: 0.8574 0.0501 1.5695  0.00
H: 2.3219 -0.8778 1.4246  0.00
H: 1.1745 -2.1988 -0.1236  0.00
H: 0.8636 -1.6930 2.0098  0.00
H: -1.1336 2.4909 -0.1838  0.03
H: -1.1287 0.0763 -1.9182  -0.01
H: -0.4108 0.0631 -0.3828  -0.01

Atoms 1-3, force components in eV/Å:
-0.1 0.3 -0.2
0.1 0.2 1.0
-1.7 -0.3 -0.2

Results
**⟨S²⟩**: 0.758
**Energy relative to the best compared isomer or geometry (same formula, charge and spin)**: 1.503 eV
**Charge**: +1
**Spin multiplicity**: 2
**DFT total energy**: -7762.40504 eV

***

# 2
Below is a structure of composition C27H41BaN2O11P3S, with properties calculated with ωB97M-V with the def2-TZVPD basis set.

Last column: Löwdin charge in e.
Geometry (Å):
Ba: -1.0189 -0.2242 -0.4859  1.78
S: -2.1695 -0.0244 -3.4610  0.18
P: -4.4186 0.4810 -0.2845  0.81
P: -2.4642 1.6379 1.9928  0.79
P: 2.0235 0.2814 -2.2060  1.13
O: 1.9025 -2.2655 6.9936  0.03
O: 0.1630 -3.4245 7.4925  0.01
O: -3.1697 -3.4951 2.5199  0.07
O: -3.6992 -3.1718 4.5795  0.03
O: 0.7860 0.0128 1.3016  -0.31
O: -3.6337 -0.1397 -3.3966  -0.41
O: -1.4996 -1.4263 1.8356  -0.24
O: -1.5501 -1.2397 -2.7891  -0.65
O: 2.1857 0.2805 3.0242  -0.01
O: -1.7075 1.1252 -2.5878  -0.64
O: -1.6856 0.1234 -4.8287  -0.38
N: 0.8054 -2.7288 6.7074  -0.37
N: -2.9054 -3.1027 3.6412  -0.35
C: 3.8030 -2.2257 0.4683  -0.07
C: 2.6884 2.3718 -0.5910  -0.10
C: 5.6141 -0.9893 -0.4959  -0.09
C: 3.3481 -0.5659 -1.2466  -0.35
C: 2.3370 -0.3662 -3.9461  -0.69
C: 2.9138 -1.5369 -0.3428  -0.10
C: -1.5841 -2.5550 3.9100  -0.08
C: -4.3531 -1.3563 -0.2383  -0.29
C: 1.5665 0.4706 -4.9683  -0.09
C: -3.0757 3.3690 1.8858  -0.31
C: -5.8805 0.7203 -1.3613  -0.29
C: 3.6146 2.6827 -2.8883  -0.10
C: 0.3636 -1.2058 3.3277  -0.05
C: 2.4401 2.1170 -2.0850  -0.69
C: 0.8945 -1.5501 4.5431  0.05
C: 1.1898 -0.2182 2.4813  -0.65
C: -1.0492 -2.8603 5.1391  0.06
C: -0.9353 -1.7177 2.9180  -0.34
C: -4.0318 0.7698 2.4700  -0.43
C: 1.1719 2.8781 -2.5024  -0.11
C: 4.7176 -0.3099 -1.3077  -0.11
C: -5.1193 0.8543 1.3914  -0.44
C: -1.6322 1.6761 3.6274  -0.27
C: 3.8060 -0.4655 -4.3615  -0.10
C: 0.2121 -2.3806 5.4446  -0.16
C: 1.7289 -1.7778 -3.9301  -0.10
C: 5.1590 -1.9493 0.3962  -0.10
H: -4.3892 1.1695 3.4254  0.08
H: 4.3095 0.5020 -4.3526  0.06
H: -3.7114 3.6435 2.7330  0.04
H: -1.4288 0.6468 3.9259  0.03
H: -5.5628 0.4043 -2.3555  0.01
H: -6.7394 0.1373 -1.0146  0.03
H: 1.8578 -1.7287 -0.2471  0.08
H: 0.9992 2.8247 -3.5768  0.07
H: -0.6678 2.1787 3.5439  0.05
H: -3.7527 -0.2756 2.6346  0.06
H: 1.9078 1.9425 0.0426  0.06
H: 4.5762 2.2534 -2.6085  0.06
H: -5.5122 1.8766 1.3441  0.06
H: -3.6366 3.4890 0.9569  0.02
H: -6.1551 1.7756 -1.4023  0.03
H: -3.6365 -1.7286 0.4977  0.00
H: -4.0437 -1.6545 -1.2455  0.03
H: 4.3649 -1.1486 -3.7209  0.07
H: 5.8567 -2.4646 1.0452  0.09
H: 1.8581 -1.1368 4.8011  0.12
H: 5.1028 0.4262 -1.9979  0.08
H: 0.6565 -1.7396 -3.7237  0.06
H: -2.2211 4.0463 1.8482  0.03
H: 1.8783 -2.2442 -4.9104  0.08
H: 0.5087 0.5728 -4.7156  0.06
H: 0.2645 2.4863 -2.0420  0.05
H: -1.5982 -3.4702 5.8383  0.12
H: -5.3298 -1.7955 -0.0141  0.04
H: 2.2165 -2.4111 -3.1832  0.07
H: 3.4284 -2.9520 1.1785  0.11
H: 3.4761 2.5532 -3.9611  0.06
H: 3.8528 -0.8536 -5.3855  0.08
H: -5.9607 0.1979 1.6373  0.07
H: 6.6723 -0.7621 -0.5556  0.09
H: 2.7221 3.4526 -0.4152  0.08
H: 3.6757 3.7600 -2.6939  0.08
H: 3.6294 1.9394 -0.2490  0.07
H: 1.2917 3.9324 -2.2298  0.08
H: -2.2355 2.1597 4.4010  0.04
H: 2.0110 1.4582 -5.1036  0.06
H: 1.6129 -0.0424 -5.9357  0.09

Atoms 1-3, force components in eV/Å:
0.0 0.1 0.0
0.0 0.0 0.5
-0.1 0.0 0.0

Results
**Energy relative to the best compared isomer or geometry (same formula, charge and spin)**: 0.202 eV
**Charge**: -2
**DFT total energy**: -93565.48239 eV

***

# 3
Below is an isolated molecule of C4H4N2OS, with properties calculated with ωB97M-V with the def2-TZVPD basis set.

Last column: natural (NBO) charge in e.
Geometry (Å):
S: 1.6260 -0.9429 -0.7155  0.04
O: -1.7046 0.2366 -1.1782  -0.34
N: -1.6600 0.1021 0.1839  0.00
N: 0.1241 0.0984 3.1501  -0.26
C: -0.4596 0.2781 0.6085  0.04
C: -0.4534 0.7568 -1.6479  -0.10
C: -0.1365 0.1979 2.0261  0.25
C: 0.5716 0.4594 -0.4798  -0.43
H: -0.5889 1.8648 -1.7666  0.19
H: 1.2254 1.3260 -0.3533  0.26
H: 0.6886 -1.8710 -0.8017  0.13
H: -0.0852 0.3172 -2.5845  0.22

Atoms 1-3, force components in eV/Å:
1.1 -0.3 0.0
0.2 -0.4 -0.2
0.5 0.2 0.4

Results
**Energy relative to the best compared isomer or geometry (same formula, charge and spin)**: 2.562 eV
**SMILES**: N#CC1=NOC[C@@H]1S
**Charge**: 0
**DFT total energy**: -20073.16797 eV

***

# 4
Below is a cluster of 6 separate species, C29H53N2O7 in total, with properties calculated with ωB97M-V with the def2-TZVPD basis set.

Last column: Löwdin charge in e.
Geometry (Å):
O: -6.5272 0.1332 1.8016  -0.13
O: 2.2621 -3.7527 -5.4219  -0.16
O: 2.9110 -0.6669 -1.1126  -0.02
O: 3.9253 -2.5706 -0.8017  0.17
O: -1.8465 3.8803 0.9915  -0.17
O: -0.9060 -1.3325 1.5540  -0.16
O: 1.5188 1.9352 5.5016  -0.16
N: 0.4920 -1.1463 -3.0720  -0.08
N: -0.3918 -0.7234 -3.9447  0.17
C: -2.3494 4.6738 -0.0887  -0.20
C: 2.1192 -4.7136 -6.4791  -0.19
C: -0.9224 6.0484 1.1995  -0.16
C: 2.0148 -4.3848 -4.1650  -0.22
C: -0.2068 -1.0614 2.7850  -0.18
C: 5.8899 -2.3157 -2.7162  -0.07
C: 1.4461 1.8786 6.9318  -0.20
C: 5.0640 -1.1053 -2.2781  -0.14
C: 1.0954 4.1257 6.2862  -0.17
C: -4.7308 -1.3202 1.3129  -0.17
C: -1.6423 -1.1057 -3.7250  -0.03
C: 1.8969 -0.7470 -3.3262  -0.05
C: 2.0603 -6.0776 -5.8040  -0.16
C: 2.4421 0.1149 -2.1959  -0.15
C: 3.9465 -1.5312 -1.3614  -0.50
C: 1.4966 3.2991 5.0727  -0.21
C: 1.6794 3.2983 7.4284  -0.17
C: -1.0334 -2.2921 -1.7274  0.03
C: -2.1710 6.1276 0.3250  -0.17
C: -1.0299 -0.1200 0.8115  -0.22
C: 0.3797 0.3347 2.6465  -0.15
C: 1.3988 -5.7408 -4.4695  -0.16
C: -6.5288 -0.0873 0.3934  -0.20
C: -0.6427 1.0176 1.7382  -0.16
C: -5.1303 -0.5788 0.0384  -0.18
C: -1.1253 4.7149 1.9045  -0.21
C: -1.9873 -1.8989 -2.6324  0.02
C: 0.2809 -1.8774 -1.9841  0.01
C: -5.3580 -0.4424 2.3869  -0.19
H: 2.1904 1.1716 7.2976  0.12
H: 1.1061 -2.1414 -1.3415  0.15
H: -5.6400 -0.9985 3.2806  0.12
H: -5.1188 -1.2018 -0.8573  0.10
H: -1.2641 -2.8722 -0.8492  0.14
H: 3.1750 0.8140 -2.5883  0.13
H: -0.0273 6.0140 0.5741  0.11
H: 1.3741 -3.7177 -3.5817  0.09
H: 0.3179 -5.6473 -4.6008  0.11
H: 2.9706 -4.4903 -3.6386  0.12
H: 4.6774 -0.6327 -3.1766  0.11
H: 1.6350 0.7249 -1.7961  0.14
H: -0.8195 6.8797 1.8943  0.11
H: -0.9279 -1.1122 3.6057  0.12
H: 6.7399 -1.9666 -3.2963  0.08
H: -6.7972 0.8398 -0.1138  0.12
H: -3.0203 -2.1865 -2.5062  0.12
H: 1.9588 -0.1932 -4.2544  0.14
H: -4.6811 0.3676 2.6815  0.12
H: -7.2849 -0.8434 0.1566  0.12
H: -1.5103 1.3386 2.3166  0.12
H: -2.0538 -0.0266 0.4398  0.10
H: 3.0685 -6.4605 -5.6359  0.12
H: -3.0249 6.4576 0.9197  0.12
H: 2.4976 3.5707 4.7202  0.12
H: 1.1953 -4.4972 -7.0241  0.12
H: -1.7225 4.8332 2.8146  0.12
H: -2.0699 6.7986 -0.5259  0.11
H: 1.3506 0.2850 2.1459  0.12
H: 5.3043 -2.9737 -3.3512  0.07
H: 2.4531 -1.6699 -3.4777  0.12
H: -1.7696 4.4443 -0.9906  0.11
H: 1.2115 3.4887 8.3923  0.11
H: 1.5113 -6.8118 -6.3895  0.12
H: -3.6537 -1.4369 1.4396  0.09
H: 0.5197 0.8280 3.6065  0.10
H: 1.5841 -6.4731 -3.6861  0.12
H: 2.7493 3.4943 7.5241  0.12
H: 2.9578 -4.6125 -7.1663  0.12
H: -0.1859 4.2258 2.1687  0.10
H: 5.7219 -0.4215 -1.7488  0.14
H: -3.3913 4.4084 -0.2699  0.12
H: -0.3470 -0.1793 -0.0506  0.09
H: 1.4733 5.1457 6.2442  0.11
H: -4.4626 0.2723 -0.1263  0.10
H: 0.5495 -1.8298 2.9407  0.12
H: 6.2775 -2.8620 -1.8663  0.08
H: -0.2572 1.8834 1.2065  0.10
H: -2.4035 -0.7868 -4.4163  0.13
H: 0.4530 1.5159 7.2163  0.12
H: -5.1845 -2.3138 1.3242  0.12
H: 0.7973 3.3995 4.2404  0.10
H: 0.0072 4.1680 6.3722  0.11

Atoms 1-3, force components in eV/Å:
0.0 0.0 0.0
0.0 0.1 0.1
-0.2 0.3 -0.2

Results
**Charge**: +1
**DFT total energy**: -48236.16728 eV